C5H14O | ωB97M-V with the def2-TZVPD basis set

Structure (XYZ):
```
20
Properties=species:S:1:pos:R:3
C 0.65 0.04 -1.86
C 0.11 -1.36 -1.62
C -0.69 -1.54 -0.35
O -0.85 -1.61 -2.72
H 0.70 0.64 -0.96
H -0.05 0.57 -2.51
H 1.55 0.03 -2.47
H 0.89 -2.10 -1.81
H -1.15 -0.58 -0.09
H -1.50 -2.26 -0.32
H 0.16 -1.68 0.34
H -0.46 -2.11 -3.43
C 0.59 0.91 2.04
C -0.42 2.00 2.46
H 0.97 0.20 2.76
H 0.21 0.58 1.09
H 1.54 1.41 1.81
H -0.26 3.06 2.26
H -0.65 1.89 3.52
H -1.33 1.92 1.85
```

For the energy, the calculation gives -274.08564 Eh. The calculation puts the molar mass at 90.17 g/mol. The SMILES is CC(C)O.CC.